1.
{
  "formula": "C4H13NO3",
  "method": "ωB97M-V/def2-TZVPD",
  "symbols": ["C", "C", "C", "C", "N", "O", "H", "H", "H", "H", "H", "H", "H", "H", "H", "O", "H", "H", "O", "H", "H"],
  "positions_angstrom": [[-0.7442, 2.9107, 0.7652], [-0.3654, 1.4566, 0.2834], [0.7927, 1.2533, -0.6765], [2.0955, 1.0363, 0.0213], [3.1890, 1.1133, -0.8106], [2.2293, 0.9812, 1.1813], [-1.7584, 2.9562, 1.0595], [-0.4429, 3.4937, -0.1691], [0.1292, 3.0480, 1.5262], [-0.1221, 0.9464, 1.1970], [-1.2354, 1.0050, -0.1939], [0.7132, 0.2353, -1.1068], [0.9499, 1.8565, -1.6318], [2.9653, 0.8914, -1.8469], [4.0771, 0.8555, -0.4671], [-0.8091, -3.1565, -0.0436], [-1.5292, -2.7168, -0.4809], [-0.8334, -2.9972, 0.9255], [-3.2816, -5.3931, 0.0504], [-2.3538, -5.2907, 0.3638], [-3.6658, -4.4849, 0.0537]],
  "forces_ev_per_a": [[5.1, -1.0, -1.9], [-1.3, 0.7, -0.3], [0.3, -1.0, -1.4], [0.9, 2.1, -3.0], [-1.7, -0.6, -3.6], [0.2, -0.7, 4.2], [-0.7, 0.5, 0.6], [-1.0, 0.1, 1.5], [-2.2, 0.7, -0.8], [0.0, -0.8, 0.1], [-0.1, -0.1, 0.2], [-0.6, 0.1, 0.0], [-0.6, -0.1, 1.6], [1.0, 0.6, 2.5], [0.8, -0.4, 0.4], [0.8, -0.6, 1.1], [-0.5, 0.4, 0.1], [-0.3, 0.2, -1.2], [0.4, 1.0, 0.3], [-1.0, 0.1, -0.4], [0.6, -1.1, 0.1]],
  "smiles": "CCCC(N)=O.O.O",
  "total_charge": 0,
  "energy_ev": -11990.8327,
  "homo_energy_ha": -0.3647
}

2.
{
  "formula": "C8H16N2O4",
  "method": "ωB97M-V/def2-TZVPD",
  "symbols": ["C", "C", "C", "C", "N", "C", "O", "N", "C", "C", "O", "C", "O", "O", "H", "H", "H", "H", "H", "H", "H", "H", "H", "H", "H", "H", "H", "H", "H", "H"],
  "positions_angstrom": [[-3.5688, -0.1245, -0.2962], [-2.2283, -0.0140, 0.3573], [-1.7914, 1.4125, -0.0503], [-1.1743, -1.1265, -0.1424], [-1.5290, -2.4046, 0.2551], [0.3057, -0.6455, 0.2450], [0.6498, -0.8369, 1.3845], [1.1725, -0.2094, -0.8366], [2.3839, 0.2340, -0.3324], [2.1847, 1.4133, 0.5893], [1.2014, 2.3164, -0.0504], [3.3901, -0.7740, -0.1335], [3.1034, -1.9385, -0.4043], [4.5555, -0.3171, 0.2456], [-4.4127, 0.3510, 0.1497], [-3.8937, -1.2165, -0.2515], [-3.6627, 0.1489, -1.4186], [-2.2807, -0.1202, 1.4723], [-2.6335, 2.0619, 0.1523], [-1.4129, 1.4743, -1.1007], [-0.9159, 1.9274, 0.3927], [-1.2582, -1.1166, -1.3125], [-1.4570, -2.3490, 1.3044], [-0.8435, -3.1253, 0.0085], [0.9371, -0.4544, -1.7883], [2.7598, 0.8637, -1.2583], [1.8579, 1.1884, 1.5950], [3.1406, 1.9021, 0.7243], [0.3037, 2.5846, 0.3844], [5.1167, -1.1055, 0.1156]],
  "forces_ev_per_a": [[-1.6, -3.3, -2.1], [1.9, 0.4, -0.1], [1.4, 0.5, -0.2], [0.3, 3.7, -3.6], [0.1, -1.6, 3.1], [-1.2, -1.7, -2.9], [0.7, 0.8, 0.1], [-4.0, -2.0, 3.5], [0.4, 4.5, -3.9], [-1.4, 1.5, 1.1], [-0.1, 0.6, 0.5], [-1.8, -3.0, -0.3], [1.6, 1.3, 0.5], [1.3, -0.7, 0.0], [-0.2, 0.9, 0.8], [0.4, 1.1, -0.2], [0.8, -0.3, 1.7], [-0.1, 0.2, -0.8], [-0.1, 0.3, -0.4], [-1.1, -0.3, 0.4], [-1.0, -1.1, 0.8], [0.3, 0.3, 1.8], [-0.3, -0.6, -1.1], [-0.2, 0.4, -0.2], [0.3, 0.2, 0.4], [0.1, -1.2, 1.4], [-0.2, -0.5, 0.1], [0.1, 0.5, -0.3], [3.4, -1.2, -0.4], [0.4, 0.3, 0.4]],
  "smiles": "CC(C)[C@H](N)C(=O)N[C@@H](CO)C(=O)O",
  "total_charge": 0,
  "energy_ev": -19723.9582,
  "homo_energy_ha": -0.3362
}

3.
{
  "formula": "C25H47GeIrN3O2SeSi3",
  "method": "ωB97M-V/def2-TZVPD",
  "symbols": ["Ir", "C", "Si", "C", "C", "C", "Si", "C", "C", "C", "Si", "C", "C", "C", "C", "C", "C", "C", "N", "H", "H", "H", "H", "H", "H", "H", "H", "H", "H", "H", "H", "H", "H", "H", "H", "H", "H", "H", "H", "H", "H", "H", "H", "H", "H", "H", "H", "O", "N", "N", "O", "C", "C", "C", "C", "C", "C", "H", "H", "H", "H", "H", "C", "Ge", "C", "C", "C", "Se", "C", "H", "H", "H", "H", "H", "H", "H", "H", "H", "H", "H", "H", "H", "H"],
  "positions_angstrom": [[0.0452, -1.4193, -0.2005], [4.3208, -0.3175, -1.6270], [2.5338, -0.8495, -1.7967], [1.5814, 0.6556, -2.4130], [2.4031, -2.1484, -3.1376], [2.0239, -1.4653, 0.0003], [2.4934, -0.3070, 1.4379], [4.2571, -0.5616, 2.0011], [2.2378, 1.4823, 0.8986], [1.3150, -0.5946, 2.8794], [2.5806, -3.2510, 0.2381], [2.2865, -3.8302, 1.9844], [4.2960, -3.7180, -0.3119], [1.2655, -4.0579, -0.8608], [1.2449, -5.3355, -1.4030], [0.1958, -5.7376, -2.2101], [-0.8286, -4.8386, -2.4779], [-0.7769, -3.5849, -1.9119], [0.2432, -3.2120, -1.1203], [4.6216, 0.1115, -2.5871], [4.9880, -1.1535, -1.4154], [4.4763, 0.4450, -0.8648], [1.7729, 0.7386, -3.4867], [1.9474, 1.5735, -1.9499], [0.4993, 0.6015, -2.2814], [2.9809, -1.7802, -3.9899], [1.3760, -2.2853, -3.4806], [2.8080, -3.1250, -2.8760], [4.9643, -0.4915, 1.1740], [4.3932, -1.5349, 2.4764], [4.5348, 0.1955, 2.7379], [1.2246, 1.6179, 0.5033], [2.9378, 1.8160, 0.1327], [2.3577, 2.1347, 1.7676], [1.7436, -1.3002, 3.5936], [0.3404, -0.9966, 2.5904], [1.1439, 0.3420, 3.4155], [3.0117, -3.4142, 2.6851], [2.4010, -4.9169, 2.0131], [1.2836, -3.5861, 2.3369], [5.0338, -3.1255, 0.2352], [4.4696, -3.5656, -1.3768], [4.4983, -4.7666, -0.0820], [2.0650, -6.0094, -1.1916], [0.1743, -6.7334, -2.6322], [-1.6597, -5.0995, -3.1167], [-1.5435, -2.8444, -2.0957], [-1.3321, -0.0109, -0.6416], [-2.5809, -0.2493, -0.2808], [-2.6999, -1.2991, 0.3788], [-1.6487, -2.0597, 0.6655], [-3.9844, -1.7435, 0.8736], [-5.0618, -0.8691, 0.8495], [-6.2830, -1.3262, 1.3114], [-6.4113, -2.6248, 1.7894], [-5.3167, -3.4758, 1.8082], [-4.0839, -3.0412, 1.3464], [-4.9494, 0.1379, 0.4760], [-7.1378, -0.6645, 1.3014], [-7.3697, -2.9720, 2.1504], [-5.4181, -4.4843, 2.1838], [-3.2223, -3.6910, 1.3576], [-1.7393, 6.8241, 1.6620], [-1.8939, 6.4198, -0.2327], [-1.3127, 7.8460, -1.4087], [-3.6080, 5.6408, -0.7194], [-0.4081, 4.9625, -0.5661], [-1.0817, 3.2297, -0.5135], [-1.1554, 2.9664, 1.3960], [-2.2438, 7.7723, 1.8535], [-0.6974, 6.9355, 1.9602], [-2.2123, 6.0657, 2.2849], [-1.9974, 8.6885, -1.3022], [-1.3239, 7.5256, -2.4495], [-0.3110, 8.1851, -1.1484], [-4.3783, 6.4053, -0.6106], [-3.8772, 4.8072, -0.0697], [-3.6152, 5.3039, -1.7556], [0.3345, 5.1298, 0.2127], [-0.0171, 5.1584, -1.5626], [-1.9579, 3.5856, 1.7948], [-0.2000, 3.2492, 1.8308], [-1.3675, 1.9150, 1.5703]],
  "forces_ev_per_a": [[-0.1, -0.3, -0.6], [0.0, -0.1, 0.0], [0.0, 0.1, -0.1], [0.0, 0.0, 0.0], [0.0, 0.0, 0.0], [-0.2, -0.1, 0.4], [0.1, 0.1, 0.0], [0.0, 0.0, 0.0], [0.0, 0.0, 0.0], [0.0, 0.0, 0.0], [0.1, -0.1, -0.1], [0.0, 0.0, 0.0], [0.0, 0.1, 0.0], [0.0, 0.0, 0.1], [0.1, 0.0, 0.0], [0.0, 0.0, 0.0], [0.0, 0.0, 0.0], [0.0, 0.0, 0.0], [0.1, 0.0, 0.2], [0.0, 0.0, 0.0], [0.0, 0.0, 0.0], [0.0, 0.0, 0.0], [0.0, 0.0, 0.0], [0.0, 0.0, 0.0], [0.0, 0.0, 0.0], [0.0, 0.0, 0.0], [0.0, 0.0, 0.0], [0.0, 0.0, 0.0], [0.0, 0.0, 0.0], [0.0, 0.0, 0.0], [0.0, 0.0, 0.0], [0.0, 0.0, 0.0], [0.0, 0.0, 0.0], [0.0, 0.0, 0.0], [0.0, 0.0, 0.0], [0.0, 0.0, 0.0], [0.0, 0.0, 0.0], [0.0, 0.0, 0.0], [0.0, 0.0, 0.0], [0.0, 0.0, 0.0], [0.0, 0.0, 0.0], [0.0, 0.0, 0.0], [0.0, 0.0, 0.0], [0.0, 0.0, 0.0], [0.0, 0.0, 0.0], [0.0, 0.0, 0.0], [0.0, 0.0, 0.0], [0.0, 0.0, 0.0], [0.1, 0.2, 0.2], [0.0, 0.0, 0.1], [0.1, 0.1, -0.1], [0.0, 0.0, 0.0], [0.0, 0.0, 0.0], [0.0, 0.0, 0.0], [0.0, 0.0, 0.0], [0.0, 0.0, 0.0], [0.0, 0.0, 0.0], [0.0, 0.0, 0.0], [0.0, 0.0, 0.0], [0.0, 0.0, 0.0], [0.0, 0.0, 0.0], [0.0, 0.0, 0.0], [0.0, 0.0, 0.0], [0.0, 0.0, 0.0], [0.0, 0.0, 0.0], [0.0, 0.0, 0.0], [0.0, 0.0, 0.0], [0.0, 0.0, 0.0], [0.0, 0.0, 0.0], [0.0, 0.0, 0.0], [0.0, 0.0, 0.0], [0.0, 0.0, 0.0], [0.0, 0.0, 0.0], [0.0, 0.0, 0.0], [0.0, 0.0, 0.0], [0.0, 0.0, 0.0], [0.0, 0.0, 0.0], [0.0, 0.0, 0.0], [0.0, 0.0, 0.0], [0.0, 0.0, 0.0], [0.0, 0.0, 0.0], [0.0, 0.0, 0.0], [0.0, 0.0, 0.0]],
  "total_charge": 2,
  "energy_ev": -183571.1409,
  "homo_energy_ha": [-0.5060, -0.5060],
  "spin_multiplicity": 2
}

4.
{
  "formula": "H9O4",
  "method": "ωB97M-V/def2-TZVPD",
  "symbols": ["O", "H", "H", "H", "O", "H", "H", "O", "H", "H", "O", "H", "H"],
  "positions_angstrom": [[-0.7138, -0.6203, -0.1219], [-0.1685, -0.2669, -0.9032], [-0.6012, -1.4212, 0.4812], [-0.7280, 0.1639, 0.5204], [-1.3213, 1.8287, 0.2744], [-0.6443, 2.5352, 0.3868], [-2.0255, 2.4802, 0.0809], [0.4318, -2.0070, 1.6414], [1.0990, -1.3174, 1.8341], [0.9688, -2.8017, 1.8145], [1.0541, 0.1719, -1.8286], [1.3258, 0.2315, -2.7613], [1.3229, 1.0232, -1.4187]],
  "forces_ev_per_a": [[-1.6, 0.9, 1.3], [0.8, -1.0, -0.3], [1.2, 0.0, -1.0], [-0.4, -0.1, -0.6], [0.1, 2.1, 0.0], [0.6, -1.0, 0.2], [-0.7, -0.9, -0.1], [1.0, -0.4, 0.6], [-0.4, 0.3, -0.2], [-0.6, -0.1, -0.2], [0.1, 0.2, 0.0], [-0.2, -0.1, 0.2], [0.0, 0.0, 0.1]],
  "total_charge": 0,
  "energy_ev": -8332.2406,
  "homo_energy_ha": [-0.1170, -0.4380],
  "spin_multiplicity": 2
}

5.
{
  "formula": "C31H34IN5O2STl",
  "method": "ωB97M-V/def2-TZVPD",
  "symbols": ["Tl", "N", "N", "C", "N", "S", "H", "H", "H", "H", "H", "C", "C", "C", "C", "N", "C", "C", "C", "C", "C", "C", "C", "H", "H", "H", "H", "H", "H", "H", "H", "I", "C", "C", "C", "C", "C", "C", "C", "O", "O", "H", "H", "H", "H", "C", "C", "C", "C", "C", "C", "C", "C", "C", "C", "C", "C", "N", "H", "H", "H", "H", "H", "H", "H", "H", "H", "H", "H", "H", "H", "H", "H", "H", "H"],
  "positions_angstrom": [[0.4838, 0.0495, 1.2816], [-0.5657, -2.6852, 3.0941], [-0.6297, -1.8363, 4.1406], [0.5046, -1.2610, 4.5941], [0.4726, -0.5686, 5.7513], [1.9387, -1.4490, 3.7527], [-1.2211, -2.2826, 2.4154], [0.4070, -2.8261, 2.7713], [-1.4191, -1.9461, 4.8293], [-0.3440, -0.2109, 6.1495], [1.4083, -0.4730, 6.1399], [-4.8672, 0.8108, 1.4726], [-4.7989, 2.1586, 1.5764], [-3.6359, 2.7614, 2.0634], [-2.5698, 1.9351, 2.3937], [-2.6054, 0.5748, 2.2617], [-3.6967, 0.0242, 1.7221], [-1.3217, 2.5138, 2.9752], [-1.3858, 3.8053, 3.6046], [-0.3345, 4.3390, 4.3193], [0.9127, 3.7306, 4.1029], [1.0197, 2.4955, 3.4818], [-0.0657, 1.9314, 2.9077], [-5.8330, 0.3495, 1.1800], [-5.6644, 2.7858, 1.2619], [-3.3937, 3.7933, 2.2638], [-3.7058, -1.1063, 1.6791], [-2.3692, 4.3591, 3.5494], [-0.4211, 5.2836, 4.7858], [1.7713, 4.3968, 4.2257], [2.0548, 2.0927, 3.4497], [-2.7494, -3.9734, -5.9245], [-2.3386, -3.5244, -3.9064], [-3.4337, -3.5399, -3.0525], [-3.2541, -3.3677, -1.7209], [-1.9230, -3.1150, -1.2446], [-0.8274, -3.1275, -2.0621], [-1.0025, -3.4514, -3.4052], [-1.6837, -2.7135, 0.1821], [-2.6580, -2.6846, 1.0416], [-0.4583, -2.4430, 0.4952], [-4.3471, -3.4780, -3.6186], [-4.0238, -3.3910, -0.9338], [0.1520, -2.9076, -1.6729], [-0.1799, -3.3534, -4.0714], [4.6289, 0.1847, 0.2807], [4.6435, 0.7289, -1.1522], [4.2552, 2.2102, -1.2841], [3.6364, -0.0872, -2.0303], [4.0780, -0.8218, -3.1221], [3.2038, -1.5113, -3.9478], [1.8137, -1.1498, -3.9145], [1.3002, -0.2910, -2.9388], [-0.1893, 0.2597, -2.9542], [-0.7860, -0.0194, -4.3549], [-0.1247, 1.7310, -2.6235], [2.2087, 0.1204, -1.8249], [1.7758, 0.4216, -0.6325], [5.4318, 0.5802, 0.8957], [4.7525, -0.8644, 0.0668], [3.6934, 0.4973, 0.7893], [5.6537, 0.6602, -1.5936], [3.2272, 2.4309, -0.9006], [4.2558, 2.5533, -2.3289], [4.9798, 2.8828, -0.7423], [5.0834, -1.0707, -3.1656], [3.5949, -2.3404, -4.5174], [1.1262, -1.6637, -4.6187], [-0.5755, -0.3402, -2.1590], [0.0449, 0.3693, -4.9668], [-1.6867, 0.6480, -4.4290], [-1.0731, -1.0799, -4.5926], [0.4445, 2.3644, -3.3072], [0.3171, 1.9638, -1.6479], [-1.1121, 2.1578, -2.5860]],
  "forces_ev_per_a": [[-0.2, 0.0, -0.3], [-1.4, -1.0, -1.1], [0.8, 1.5, 3.5], [-1.3, -0.6, -0.7], [2.0, -0.7, -0.2], [0.9, 0.1, 0.0], [0.7, -1.0, -0.5], [-1.0, 0.5, 0.1], [1.2, 0.0, -1.3], [-1.1, 0.5, 0.7], [-0.8, 0.5, 0.1], [0.2, -2.1, -0.6], [-0.5, 2.3, 0.0], [0.8, -0.8, 0.0], [0.2, -1.1, 0.0], [-0.2, 0.7, -0.8], [-1.1, -0.2, 1.3], [0.1, 1.6, 0.3], [-2.0, -0.8, 0.2], [0.6, -1.0, -2.0], [-0.2, 1.2, 0.4], [2.2, 1.0, 0.6], [-1.2, -1.7, -0.8], [1.0, 0.1, 0.0], [0.7, -0.5, 0.5], [-1.0, 0.2, -0.6], [0.1, 1.5, -0.3], [1.3, -0.6, 0.5], [0.0, 0.8, 0.4], [0.2, -0.7, 0.7], [-0.9, -0.1, -0.4], [0.3, 0.2, 0.1], [2.1, -0.9, 0.7], [-0.1, 0.6, -1.8], [1.6, 0.4, 2.2], [-1.8, -0.1, 0.6], [-0.1, -0.6, -1.2], [-2.1, 1.0, -0.6], [0.2, 0.3, 3.2], [1.8, -0.1, -2.4], [-1.9, -0.1, -1.2], [-0.8, -0.5, 0.7], [0.2, 0.2, -0.7], [0.1, 0.1, 0.2], [0.5, -0.4, -0.5], [-0.2, 1.1, -0.3], [-1.2, 0.3, -0.7], [-0.1, 1.2, 0.6], [0.7, 1.4, -0.7], [-1.4, -0.1, 1.3], [-1.5, 0.6, 0.4], [0.1, -0.6, 0.2], [0.4, 0.4, -0.3], [3.0, -1.5, -0.6], [-0.5, 0.9, 0.8], [-0.2, 0.9, 0.6], [-0.6, -1.4, 0.1], [-0.4, 0.7, 0.2], [0.5, -0.1, -0.1], [-0.2, -0.7, 1.1], [0.5, -0.8, -0.5], [-0.3, -0.4, 0.1], [0.9, -0.4, -0.1], [0.1, -0.3, 0.1], [-0.6, -0.7, -0.3], [2.0, -0.2, -0.2], [-0.2, 0.1, -0.5], [0.5, 0.6, 0.4], [-1.2, 0.0, 0.7], [-0.8, -0.3, -0.6], [0.7, -0.7, -0.4], [0.5, 1.1, 0.3], [0.1, -0.4, -0.5], [-0.1, -0.6, -0.1], [-0.7, 0.2, -0.1]],
  "total_charge": -1,
  "energy_ev": -67869.7210,
  "homo_energy_ha": [-0.1544, -0.1419]
}